(1)
{
  "formula": "C17H28BN2O3",
  "method": "wB97M-V/def2-TZVPD",
  "elements": ["C", "N", "C", "H", "C", "H", "H", "H", "C", "H", "H", "H", "O", "H", "H", "C", "H", "H", "O", "H", "H", "C", "H", "H", "H", "H", "C", "C", "H", "C", "H", "H", "H", "C", "H", "N", "C", "C", "H", "C", "H", "H", "H", "C", "H", "C", "O", "H", "B", "C", "C"],
  "coordinates": [[-1.47, -1.30, 1.20], [0.18, 0.27, 0.20], [-0.66, 4.03, 0.51], [0.29, 7.77, 0.20], [0.45, -4.52, 1.46], [-1.40, -3.70, -0.19], [3.18, -2.28, -0.07], [1.91, -1.21, -1.99], [0.70, -3.42, 0.33], [-3.46, -2.23, -0.98], [-3.92, -2.48, 0.82], [-0.34, 0.62, -0.63], [0.83, -2.15, 0.93], [1.88, 1.22, 1.02], [-4.17, -0.18, 1.76], [-2.74, -0.64, 0.48], [-4.79, -1.19, -0.15], [-0.93, 2.99, 0.59], [-3.38, 0.28, 1.41], [0.32, 4.10, 2.42], [-1.69, -2.35, 1.57], [-0.67, 6.09, -0.74], [2.56, 1.10, -1.91], [3.77, -3.56, -1.21], [-1.20, -0.69, 2.13], [0.98, 2.07, -1.59], [1.92, 1.65, -1.14], [1.62, 0.62, 0.08], [1.49, -2.83, -2.66], [0.48, -5.38, 2.34], [0.78, -6.30, 2.90], [0.92, 6.49, 2.23], [2.62, 2.46, -0.73], [-3.80, -1.74, -0.03], [3.15, -2.19, -3.01], [1.85, -4.00, -0.44], [2.35, -2.22, -2.21], [-1.01, 4.75, -0.63], [-0.46, -3.95, -1.68], [0.38, 6.00, 1.42], [2.39, -4.62, 0.19], [-1.55, 4.26, -1.43], [2.31, -0.25, -0.09], [2.84, -2.98, -0.88], [-0.94, 6.65, -1.63], [0.04, 4.66, 1.53], [-0.60, -1.87, -1.02], [-2.46, -0.04, -0.44], [-0.09, -1.23, 0.22], [-0.49, -3.29, -0.76], [0.03, 6.72, 0.29]],
  "homo_lumo_gap_ev": 6.7923,
  "relative_energy_ev": 2.145,
  "homo_energy_ev": -3.82,
  "total_charge": -1
}

---

(2)
{
  "formula": "C24H32N2O4S2",
  "method": "wB97M-V/def2-TZVPD",
  "elements": ["H", "H", "H", "N", "O", "H", "C", "S", "H", "H", "H", "H", "H", "C", "H", "H", "O", "C", "H", "H", "H", "C", "H", "H", "C", "C", "C", "C", "C", "H", "C", "C", "H", "H", "H", "H", "H", "C", "H", "C", "S", "H", "C", "O", "H", "H", "H", "C", "C", "H", "N", "C", "H", "O", "H", "C", "C", "C", "C", "C", "H", "C", "H", "C"],
  "coordinates": [[1.72, -1.88, -4.02], [0.46, -0.63, -3.88], [-2.10, 7.74, -0.11], [1.95, -0.49, -2.47], [-0.98, 6.20, 0.49], [-0.17, -1.79, -1.63], [1.52, 2.94, -0.20], [2.27, 0.62, 0.79], [-1.49, -3.70, -0.83], [0.70, -4.45, 2.42], [-1.61, -0.37, 3.56], [0.19, -2.81, 2.85], [-0.72, 7.42, -1.17], [0.55, -4.14, -0.30], [-2.52, -5.35, 0.69], [-1.94, -3.13, 1.64], [1.48, 1.45, -3.52], [2.06, 0.83, -2.64], [-2.42, 0.25, -0.58], [1.15, -5.01, -0.01], [-0.96, -5.34, -1.26], [0.17, 4.74, -1.09], [-3.78, -1.02, 2.61], [-0.03, 0.70, -0.98], [2.99, 1.52, -1.63], [0.51, 0.40, 1.07], [1.00, 3.64, -1.29], [-1.35, -4.01, 1.91], [0.27, -2.29, -2.49], [-4.14, 0.59, 1.98], [-1.27, -0.14, 2.57], [-0.38, 0.46, 0.01], [-0.20, 5.25, -1.96], [-2.15, 6.35, -1.22], [0.80, 0.09, 3.15], [-0.92, -5.97, 1.13], [1.62, 2.86, 1.94], [-1.47, -5.07, 0.83], [2.41, -0.94, -1.68], [-1.51, 6.96, -0.57], [1.35, -3.64, -1.87], [1.22, 3.33, -2.30], [0.67, -3.07, 0.77], [2.88, 1.03, 2.02], [-0.50, -2.73, -3.11], [3.35, 2.45, -2.07], [1.71, -2.76, 0.88], [0.08, 0.11, 2.35], [1.20, 3.37, 1.09], [-1.74, -4.40, 2.86], [2.35, 1.82, -0.37], [1.10, -1.31, -3.31], [0.11, 4.78, 2.27], [2.80, -0.57, 0.18], [-4.10, -0.79, 0.88], [-0.90, -4.56, -0.50], [0.11, -3.59, 2.09], [-1.72, 0.21, 0.24], [-0.16, 5.15, 0.19], [0.37, 4.45, 1.27], [3.83, 0.87, -1.41], [-3.63, -0.35, 1.76], [0.10, -2.19, 0.48], [-2.18, -0.10, 1.52]],
  "homo_lumo_gap_ev": 8.4698,
  "relative_energy_ev": 0.000,
  "homo_energy_ev": -8.02,
  "total_charge": 0
}

---

(3)
{
  "formula": "C25H53BF5N7O14PS",
  "method": "wB97M-V/def2-TZVPD",
  "elements": ["O", "H", "H", "H", "H", "C", "F", "H", "C", "C", "H", "O", "O", "F", "H", "H", "H", "H", "H", "O", "H", "H", "H", "H", "N", "C", "H", "H", "C", "H", "C", "C", "H", "F", "H", "N", "O", "H", "C", "H", "H", "C", "H", "H", "H", "O", "F", "H", "H", "H", "H", "C", "N", "O", "C", "C", "H", "H", "O", "C", "C", "H", "N", "H", "C", "C", "O", "O", "H", "C", "H", "H", "H", "F", "C", "C", "S", "H", "N", "O", "C", "H", "H", "C", "H", "C", "H", "C", "C", "H", "B", "P", "O", "O", "H", "H", "H", "O", "H", "N", "H", "H", "H", "C", "H", "N", "H"],
  "coordinates": [[4.10, -3.85, -6.79], [-4.96, 4.29, 3.16], [-2.17, 2.29, 3.47], [0.78, -3.15, 3.36], [2.30, 0.45, 0.62], [3.86, -3.86, -5.42], [-0.65, -0.08, -0.56], [-3.36, -5.90, 3.98], [-0.73, -0.41, -1.84], [-4.32, 2.50, 6.05], [-3.75, 1.97, 6.81], [5.65, -2.11, -3.05], [3.18, 2.28, 0.04], [0.37, 1.68, -2.11], [3.95, 1.03, -3.97], [4.06, -0.44, 1.85], [-2.10, -0.36, 3.63], [-0.33, -3.10, 4.76], [5.52, -3.45, -8.17], [-1.73, 0.76, -4.93], [-1.63, -1.26, -5.64], [0.31, -1.41, 2.05], [-4.55, 5.35, 4.54], [-2.03, -0.41, 1.88], [2.66, -0.62, -4.23], [-2.47, 2.69, 4.45], [1.58, 3.92, -1.18], [2.80, 5.72, -3.28], [-0.18, -0.86, 2.87], [2.31, 1.43, -3.72], [4.34, 0.48, 1.33], [-2.45, -4.53, 1.95], [-2.62, -4.46, 4.72], [-1.72, 1.57, -2.46], [6.80, -1.03, -4.97], [1.85, -2.44, -5.18], [5.27, 2.07, -1.44], [-0.89, -3.15, 1.55], [-2.42, -5.39, 4.18], [3.10, 4.83, -1.07], [2.63, 1.60, 1.86], [3.04, 1.17, 0.96], [5.03, -2.04, -7.25], [-0.30, -2.15, -6.34], [0.10, 0.19, 2.75], [3.17, 3.16, -2.33], [-1.89, -0.96, -2.06], [-2.57, 4.70, 5.33], [-2.07, -2.70, 3.69], [4.03, -0.25, -1.83], [-5.94, 1.08, 5.94], [2.45, 4.26, -1.73], [-3.79, 2.15, 4.74], [-1.69, -5.16, 2.98], [0.55, -2.64, 4.30], [-0.68, -1.73, -5.41], [1.38, -2.77, 4.99], [-1.76, 2.29, 5.18], [5.93, -0.63, -4.87], [1.55, -1.23, -4.75], [-5.78, 2.14, 6.17], [-7.69, 1.40, 4.54], [0.25, -0.75, -4.87], [4.95, 0.19, 0.48], [-7.17, 2.32, 4.24], [3.15, -2.61, -4.99], [0.40, 1.80, -5.02], [-2.95, 4.83, 3.30], [3.15, -4.67, -5.24], [1.97, 5.19, -2.82], [4.91, 1.07, 2.04], [-6.43, 2.08, 3.47], [-6.09, 2.31, 7.20], [0.27, -1.25, -2.09], [-1.98, -3.11, 1.72], [-4.33, 5.11, 3.50], [-0.38, 0.73, -4.49], [1.33, 5.94, -2.35], [-1.71, -3.76, -4.99], [-1.96, -4.56, -4.20], [3.23, 0.44, -2.06], [-1.80, -6.02, 4.82], [-2.27, -5.11, 1.04], [-1.70, -0.93, 2.79], [6.10, -3.32, -6.52], [5.25, -3.11, -7.17], [2.30, 0.19, -1.56], [-2.30, 4.21, 4.39], [3.01, 0.63, -3.58], [-4.24, 3.58, 6.25], [5.16, -1.42, -4.10], [3.81, 2.04, -1.39], [-6.60, 2.97, 5.35], [-0.89, -2.73, -4.42], [-2.45, -2.73, 0.81], [-4.57, 5.98, 2.88], [-7.90, 3.00, 3.81], [0.37, -1.25, 4.11], [1.35, 4.67, -3.55], [3.66, -1.52, -4.42], [-4.43, 2.48, 4.03], [5.03, -2.23, -2.33], [4.75, -4.08, -4.82], [-0.58, 0.92, -2.63], [-3.52, -4.57, 2.17], [-2.33, -2.24, 2.83], [-1.24, 4.41, 4.24]],
  "homo_lumo_gap_ev": 6.6576,
  "homo_energy_ev": -10.04,
  "total_charge": 1
}

---

(4)
{
  "formula": "C7H14Si",
  "method": "wB97M-V/def2-TZVPD",
  "elements": ["H", "H", "C", "H", "C", "H", "H", "C", "H", "C", "C", "H", "H", "H", "C", "H", "C", "H", "Si", "H", "H", "H"],
  "coordinates": [[2.08, 1.94, 0.12], [-1.26, 0.80, -2.05], [2.24, -0.25, 0.49], [-0.88, -2.69, 0.44], [0.83, 0.14, -0.48], [0.30, -2.01, 1.65], [-1.54, -1.95, 1.82], [-0.67, -1.88, 1.12], [1.16, 1.40, -2.23], [2.07, 1.00, -0.24], [1.59, 0.55, -1.66], [1.81, -0.40, 1.51], [-1.75, 2.04, 0.91], [2.16, -0.15, -2.22], [-1.79, -0.01, -1.51], [-2.10, 0.86, 2.20], [-1.36, 1.09, 1.40], [-1.64, -0.97, -2.04], [-0.83, -0.19, 0.14], [2.83, -1.06, 0.15], [-2.88, 0.27, -1.33], [-0.38, 1.45, 1.84]],
  "homo_lumo_gap_ev": 9.5140,
  "relative_energy_ev": 1.002,
  "homo_energy_ev": -8.65,
  "total_charge": 0
}

---

(5)
{
  "formula": "C4H9O3",
  "method": "wB97M-V/def2-TZVPD",
  "elements": ["O", "O", "H", "H", "H", "C", "H", "H", "C", "H", "C", "C", "H", "O", "H", "H"],
  "coordinates": [[0.38, 1.06, -1.24], [-0.65, -1.32, 0.67], [1.17, -2.61, -0.30], [2.05, -2.74, 1.09], [-1.07, 2.87, -0.73], [0.53, -1.03, 1.00], [-2.51, 2.07, -0.21], [0.67, 1.17, -0.33], [-1.80, 2.13, -1.05], [2.29, -1.24, -0.05], [-1.05, 0.81, -1.20], [1.65, -1.97, 0.44], [-2.35, 2.41, -1.92], [0.93, -0.02, 1.63], [-1.14, 0.37, -2.20], [-1.20, 0.05, -0.43]],
  "homo_lumo_gap_ev": 8.3967,
  "relative_energy_ev": 1.036,
  "homo_energy_ev": -4.28,
  "total_charge": -1
}